A molecular structure, C14H36ClCoIOP3 at a distorted geometry, computed with ωB97M-V/def2-TZVPD.

Last column: Mulliken charge in e.
Geometry (Å):
I -0.3893 -1.3363 -4.4351  -0.038
Co -0.1140 -0.9356 0.2417  -0.727
Cl -0.0726 -2.9196 -0.7060  -0.284
P -0.0052 -1.2784 2.3541  1.364
P 1.6728 -0.0952 -0.3611  1.075
P -1.8882 -0.0062 -0.2554  1.293
O -0.0060 1.6292 -4.5908  -0.423
C -0.0232 0.6867 -6.8239  -1.046
C 1.3552 -0.4309 3.2576  -0.030
C -2.0168 0.7812 -1.8881  -0.715
C 1.2133 -0.1415 4.7682  -1.613
C 2.3246 1.4935 0.2783  -1.267
C -0.0887 0.6682 -5.3176  0.637
C 1.8061 0.1696 -2.1491  -0.909
C 1.0765 -3.4256 3.9958  -1.406
C -1.4331 -0.8855 3.4389  -0.664
C 3.0518 -1.2721 -0.0362  -1.280
C -2.6290 1.3308 0.7499  -1.171
C 0.3283 -3.0699 2.7193  -0.646
C -3.1743 -1.3062 -0.3083  -1.336
C -2.6326 -1.7802 3.2094  -1.362
H 2.2900 1.5130 1.3680  0.386
H -1.3511 1.6507 -1.9577  0.423
H 3.3564 1.6473 -0.0496  0.469
H 0.0096 1.7358 -7.1601  0.328
H -2.1259 2.2753 0.4993  0.429
H -3.3938 -1.6692 0.7076  0.187
H 2.1840 0.2459 5.1174  0.412
H 2.8388 -2.2210 -0.5421  0.400
H 4.0028 -0.8641 -0.4004  0.476
H -2.4925 1.1330 1.8185  0.217
H 2.8016 0.5271 -2.4662  0.431
H 0.8759 0.1667 -7.1789  0.331
H 1.2712 -4.5026 3.9565  0.436
H -1.6895 0.1976 3.3678  0.495
H 1.6028 -0.7860 -2.6646  0.166
H -0.6353 -3.5990 2.6968  0.395
H 1.6949 2.3044 -0.1044  0.413
H -2.3928 -2.7292 2.7112  0.398
H -4.1068 -0.9299 -0.7614  0.437
H 0.5023 -3.2317 4.9080  0.314
H -3.7028 1.4539 0.5397  0.445
H 2.0429 -2.9295 4.0938  0.330
H 3.1382 -1.4650 1.0378  0.273
H -2.7920 -2.1534 -0.9010  0.392
H 0.8761 -3.4444 1.8400  0.442
H 1.5392 0.5146 2.7300  -0.106
H -1.7039 0.0662 -2.6678  -0.259
H 0.9854 -1.0249 5.3808  0.330
H -1.0586 -1.0332 4.4781  0.618
H -3.0545 -2.0321 4.1943  0.362
H 1.0550 0.8952 -2.4984  0.300
H 0.4499 0.6171 4.9762  0.402
H 2.2521 -1.0438 3.0770  0.309
H -3.4203 -1.2840 2.6350  0.292
H -0.8879 0.1904 -7.2754  0.353
H -3.0467 1.1076 -2.1297  0.524

**⟨S²⟩**: 6.018
**Kohn-Sham gap (alpha / beta)**: 9.319 / 5.303 eV
**HOMO level (alpha / beta)**: -14.731 / -14.723 eV
**Lowest unoccupied orbital energy (alpha / beta)**: -5.41 / -9.42 eV
**Multiplicity**: 5
**Maximum force**: 6.15 eV/A
**Energy relative to the best compared isomer or geometry (same formula, charge and spin)**: 0.0 kcal/mol
**Total charge**: +2

A molecular structure, C14H36ClIOP3Rh at a distorted geometry, computed with ωB97M-V/def2-TZVPD.

Last column: Mulliken charge in e.
Geometry (Å):
I 0.1079 0.1960 -5.2052  0.535
Rh 0.1095 0.4111 -0.3099  -1.309
Cl 0.0946 -1.4338 -1.8225  -0.475
P -2.2045 0.3140 -0.3995  1.153
P -0.2491 -0.2940 2.0379  0.872
P 2.4217 0.2797 -0.4022  1.005
O 0.1291 2.9613 -6.4190  -0.292
C 3.3840 1.4830 0.5893  -1.263
C 3.0878 -1.3411 0.1313  -1.079
C 0.7345 1.1473 2.5926  -0.191
C 1.0229 -2.8022 2.6615  -1.644
C -3.1480 1.5331 0.5907  -1.227
C -2.0425 -1.7212 3.7998  -1.447
C 3.1044 0.4766 -2.0906  -0.966
C -0.8847 -0.7190 3.7457  -0.535
C -2.8860 0.5176 -2.0876  -1.041
C -2.8940 -1.2959 0.1376  -0.830
C -0.0284 2.2860 3.2729  -1.668
C 0.2059 -2.0338 1.6087  -0.018
C 0.1203 1.8219 -6.7473  0.638
C 0.1162 1.2529 -8.1386  -1.017
H -0.8878 2.6102 2.6513  0.237
H -0.6974 -2.6215 1.3597  0.434
H 0.9955 0.6150 -8.2647  0.386
H 2.5993 -2.1191 -0.4610  0.381
H -2.8850 1.4237 1.6464  0.276
H -2.8772 2.5441 0.2744  0.375
H 0.7619 -2.0007 0.6814  0.407
H 2.8741 1.4804 -2.4572  0.350
H -2.4189 -2.0819 -0.4549  0.309
H 0.4363 -3.0453 3.5657  0.378
H 4.1734 -1.3878 -0.0079  0.521
H -0.0469 -1.0560 4.3883  0.515
H 0.1191 2.0694 -8.8653  0.299
H 4.4602 1.3222 0.4668  0.437
H 0.6637 3.1472 3.3984  0.453
H -3.9804 -1.3262 0.0009  0.538
H 3.1299 2.4985 0.2732  0.390
H -3.9722 0.3760 -2.0954  0.417
H 2.6154 -0.2535 -2.7406  0.238
H 1.0805 1.6010 1.6593  0.145
H -0.7683 0.6220 -8.2631  0.387
H 1.9180 -2.2347 2.9815  0.337
H -1.7950 -2.7023 3.3551  0.345
H -2.6433 1.5182 -2.4555  0.347
H 4.1888 0.3213 -2.0992  0.437
H 2.8454 -1.5005 1.1853  0.100
H 3.1186 1.3774 1.6448  0.312
H -2.9407 -1.2990 3.3076  0.319
H -2.6516 -1.4577 1.1913  -0.092
H 1.3440 -3.7735 2.2294  0.434
H -1.3121 0.1770 4.2214  0.316
H -4.2265 1.3897 0.4676  0.436
H -2.3160 -1.8960 4.8619  0.413
H -2.4065 -0.2192 -2.7370  0.229
H 1.5635 0.8156 3.2523  0.627
H -0.3658 2.0272 4.2944  0.364

**⟨S²⟩**: 6.021
**Kohn-Sham gap (alpha / beta)**: 6.089 / 3.549 eV
**HOMO level (alpha / beta)**: -12.666 / -14.578 eV
**Lowest unoccupied orbital energy (alpha / beta)**: -6.58 / -11.03 eV
**Multiplicity**: 5
**Maximum force**: 4.11 eV/A
**Energy relative to the best compared isomer or geometry (same formula, charge and spin)**: 10.5 kcal/mol
**Total charge**: +2

A molecular structure, C14H37AgN3O6 at a distorted geometry, computed with ωB97M-V/def2-TZVPD.

Last column: Mulliken charge in e.
Geometry (Å):
Ag 0.6089 -0.2518 -0.0405  1.126
O -0.5422 -1.4720 -4.9712  -0.253
O -0.0891 2.0894 3.4260  -0.324
O 0.2305 -2.5023 0.6722  -0.713
O -0.9575 1.7736 -0.8055  0.113
O 2.1826 -2.0958 -0.3083  -0.709
O 2.0252 1.2828 -0.5408  -0.726
N -1.3572 0.2037 1.3048  -0.049
N 1.9643 0.2143 1.9826  -0.194
N 0.2125 -0.7275 -2.3076  -0.186
C -2.5382 0.8548 0.7225  0.601
C -0.6712 2.7804 -1.7272  -0.987
C -0.2804 -1.8797 -6.2907  -0.798
C -2.0427 2.0895 0.0184  -0.919
C 1.7308 -4.3415 0.3423  -1.327
C 1.2926 2.2565 3.1618  -0.994
C -0.4038 2.0738 4.8019  -0.929
C 3.5727 1.3162 3.5033  -1.515
C 2.1105 0.9670 3.2591  0.122
C -3.5507 1.2224 1.8083  -1.522
C -1.9948 -1.7260 -2.4889  -1.363
C -0.1781 -2.4586 -4.0241  -1.120
C 1.3549 -2.8857 0.2032  0.988
C -0.5105 -1.9702 -2.6129  0.758
H 0.9093 -2.6427 -4.0861  0.481
H 1.9661 2.2100 -0.7675  0.103
H -0.2058 -0.0023 -2.8961  0.132
H -0.3186 2.3150 -2.6499  0.183
H 1.7006 3.0103 3.8604  0.459
H 0.0833 3.4573 -1.3206  0.295
H 4.0087 1.8148 2.6317  0.347
H 2.5715 -0.6085 2.0622  0.120
H 0.3728 1.5667 5.3802  0.367
H -3.0584 1.8419 2.5620  0.248
H 1.3996 2.7114 2.1736  0.267
H -4.4002 1.8009 1.4285  0.403
H 4.1885 0.4253 3.6696  0.394
H -3.9334 0.3157 2.2743  0.388
H -0.8788 -2.7558 -6.5472  0.303
H -2.5523 -2.6202 -2.7636  0.444
H -0.5572 3.0919 5.1604  0.280
H 3.7300 1.9673 4.3700  0.410
H -1.3168 1.4864 4.9146  0.299
H -2.2636 -0.9448 -3.2105  0.354
H -1.5610 3.3557 -2.0159  0.361
H -1.5686 -0.6341 1.8442  0.235
H 0.8538 -4.9725 0.4424  0.298
H -1.7199 2.8446 0.7568  0.295
H -2.8464 2.5518 -0.5692  0.482
H -2.2858 -1.3617 -1.5089  0.015
H 1.1703 -0.7339 -2.6682  0.233
H 2.4054 -4.4767 1.1858  0.381
H 0.7926 -2.0760 -6.4226  0.319
H -0.5288 -1.0372 -6.9322  0.235
H -0.1515 -2.7754 -1.9676  0.050
H -0.6830 -3.4187 -4.2294  0.458
H 2.4437 0.7601 1.2423  0.505
H 2.2990 -4.6308 -0.5465  0.317
H -0.9708 0.8531 2.0002  -0.078
H 1.6941 0.3451 4.0523  0.402
H -2.9576 0.1524 0.0019  0.134

**⟨S²⟩**: 0.755
**Kohn-Sham gap (alpha / beta)**: 8.939 / 6.910 eV
**HOMO level (alpha / beta)**: -8.207 / -7.975 eV
**Lowest unoccupied orbital energy (alpha / beta)**: 0.73 / -1.06 eV
**Multiplicity**: 2
**Maximum force**: 1.17 eV/A
**Energy relative to the best compared isomer or geometry (same formula, charge and spin)**: 0.0 kcal/mol

A molecular structure, C14H37InN3O4, computed with ωB97M-V/def2-TZVPD.

Last column: Mulliken charge in e.
Geometry (Å):
In 0.0314 5.9318 2.1068  0.746
O 2.0267 2.6320 1.9775  -0.353
O -4.5016 -2.3543 -2.6859  -0.442
O 4.2197 -1.4693 2.3878  -0.350
O -0.0654 -2.4296 -1.4557  -0.162
N -1.7031 -3.3941 -3.7656  -0.298
N -3.7385 6.8263 1.8395  -0.769
N 1.4958 -0.4706 1.5600  -0.296
C 0.3443 -2.4306 -2.8148  -0.919
C 3.4086 -1.9953 1.3464  -0.900
C -2.0475 5.0122 1.9454  -0.998
C -3.0064 5.9825 2.4621  0.027
C -0.0202 -3.6792 -0.8044  -0.911
C -3.6951 -2.0250 -1.5703  -0.484
C 2.5573 -0.9356 0.6830  0.201
C -2.9802 -3.2041 -4.4424  -0.713
C -0.8258 -2.2329 -3.7533  -0.198
C 3.2249 2.1351 2.5157  -0.602
C 1.5413 1.9936 0.8227  -0.485
C -3.9209 -2.1090 -3.9503  -0.463
C 0.7694 0.7071 1.0847  -0.672
C 3.8102 -1.8006 3.6949  -0.695
H -0.4377 -2.0735 -4.7649  0.391
H -3.5238 -4.1505 -4.3813  0.372
H 2.3529 1.8543 0.0935  0.257
H -1.8752 -3.6911 -2.8140  0.095
H 3.9103 1.7863 1.7344  0.291
H 3.6108 -2.8736 3.7904  0.327
H -0.8330 -4.3475 -1.1133  0.351
H -3.5674 6.7280 0.8340  0.213
H -3.0894 6.0002 3.5570  0.350
H -3.4478 -1.1189 -3.9624  0.354
H -3.0881 -1.1355 -1.7604  0.274
H 2.0955 -1.3744 -0.2092  -0.028
H 0.8421 2.7083 0.3811  0.406
H 4.6264 -1.5348 4.3652  0.243
H -0.1216 -3.4839 0.2623  0.240
H 0.4287 5.9677 3.8394  -0.360
H 3.6976 2.9568 3.0548  0.313
H 3.2282 -0.1308 0.3523  0.217
H 4.0882 -2.4129 0.5971  0.376
H -2.7797 -3.0219 -5.5044  0.389
H -2.2725 4.7522 0.9055  0.313
H 0.9340 -4.1871 -0.9809  0.382
H 2.7801 -2.8090 1.7264  0.414
H -3.0357 -2.8475 -1.2780  0.120
H -4.3645 -1.8176 -0.7365  0.334
H 1.0326 -1.5904 -2.9448  0.369
H 0.8846 -3.3532 -3.0527  0.410
H 1.8792 -0.2725 2.4753  0.172
H -2.0467 4.1162 2.5712  0.282
H 3.0618 1.3191 3.2313  0.150
H 2.9161 -1.2512 4.0090  0.285
H 0.2451 0.4271 0.1636  0.166
H -1.3375 -1.3116 -3.4455  0.182
H 1.1794 5.0256 1.1531  -0.374
H -0.1441 7.5878 1.4933  -0.369
H 0.0028 0.9373 1.8282  0.481
H -4.7565 -2.0680 -4.6539  0.345

**Kohn-Sham gap**: 6.651 eV
**HOMO level**: -4.408 eV
**Lowest unoccupied orbital energy**: 2.24 eV
**Multiplicity**: 1
**Maximum force**: 0.35 eV/A
**Energy relative to the best compared isomer or geometry (same formula, charge and spin)**: 0.0 kcal/mol
**Total charge**: -1

Question: multiplicity of number 1 (C14H36ClCoIOP3)?
Answer: 5